1.
Entry from the OMol25 dataset: a molecular structure, C36H28ClN7OPb (ωB97M-V/def2-TZVPD).

* HOMO level: -6.6943 eV
* energy: -2500.2729 hartree
* E_LUMO: -0.475 eV
* energy relative to the best compared isomer or geometry (same formula, charge and spin): 0.6 kcal per mole
* HOMO-LUMO gap: 6.219 eV

Each line ends with the Mulliken charge.
CARTESIAN COORDINATES (ANGSTROEM)
Pb -0.991 1.471 -0.554  1.2680
C 1.705 -4.773 -0.134  -1.6004
C 1.427 -3.353 0.276  0.7972
C 2.433 -2.390 0.308  -1.2292
C 2.171 -1.075 0.645  0.4563
C 0.882 -0.638 0.986  -0.1413
N 0.546 0.679 1.247  0.3673
C 1.302 1.385 2.140  0.4924
C 2.201 0.795 3.059  -0.6025
C 2.916 1.543 3.973  -1.2162
C 2.792 2.926 4.064  0.5099
C 3.548 3.725 5.094  -1.5633
C 1.897 3.523 3.193  -0.1011
C 1.180 2.786 2.264  -0.6205
N 0.269 3.518 1.430  0.9098
C 0.591 4.384 0.446  -0.3577
C -0.580 4.969 0.016  -0.7877
C -1.574 4.379 0.814  -0.5267
N -1.056 3.503 1.668  -0.8211
C -0.115 -1.629 0.966  -0.0106
C 0.145 -2.942 0.608  -0.7378
N -1.444 -1.295 1.365  0.4082
C -2.186 -1.918 2.302  -0.1654
C -3.406 -1.283 2.353  -1.1967
C -3.311 -0.263 1.399  -0.6100
N -2.125 -0.280 0.810  0.2618
H 2.776 -4.951 -0.222  0.3735
H 1.249 -5.002 -1.101  0.2678
H 1.305 -5.482 0.593  0.4019
H 3.445 -2.676 0.044  0.2746
H 2.975 -0.349 0.647  0.6095
H 2.324 -0.278 3.050  0.3658
H 3.590 1.030 4.651  0.3662
H 4.482 3.233 5.366  0.3834
H 2.964 3.850 6.009  0.2759
H 3.790 4.722 4.722  0.3657
H 1.730 4.594 3.228  0.4244
H 1.619 4.535 0.164  0.6279
H -0.698 5.711 -0.754  0.4427
H -2.639 4.543 0.800  0.4300
H -0.680 -3.647 0.584  0.5405
H -1.786 -2.752 2.853  0.4510
H -4.242 -1.520 2.985  0.4371
H -4.040 0.476 1.105  0.5238
Cl -6.958 -2.689 -3.329  -0.2500
C -5.823 -1.510 -2.727  0.0296
C -6.293 -0.365 -2.070  -0.4832
C -5.411 0.574 -1.612  -0.4143
C -3.999 0.436 -1.762  0.0926
O -3.224 1.375 -1.371  -0.8095
C -3.544 -0.762 -2.396  0.4740
C -2.170 -1.110 -2.630  -0.4484
N -1.087 -0.635 -2.109  0.3739
C 0.126 -1.250 -2.504  -0.2000
C 0.243 -2.570 -2.874  -0.1635
C 1.474 -3.114 -3.294  -1.1985
C 2.609 -2.360 -3.300  -0.7574
C 2.553 -1.020 -2.854  1.3606
C 3.702 -0.208 -2.739  -0.7141
C 3.592 1.056 -2.235  -0.8714
C 2.318 1.517 -1.858  0.0068
N 1.230 0.803 -1.979  -0.1968
C 1.317 -0.463 -2.454  -0.0842
C -4.482 -1.693 -2.896  -0.9029
H -7.359 -0.226 -1.941  0.4188
H -5.767 1.474 -1.128  0.4778
H -2.066 -1.913 -3.364  0.6072
H -0.616 -3.225 -2.824  0.5238
H 1.508 -4.151 -3.601  0.4303
H 3.559 -2.777 -3.609  0.4206
H 4.662 -0.610 -3.037  0.4255
H 4.455 1.696 -2.114  0.4170
H 2.200 2.512 -1.439  0.2922
H -4.128 -2.578 -3.411  0.3992

2.
Entry from the OMol25 dataset: 2 unconnected molecules or ions with the total composition C18H25Si (ωB97M-V/def2-TZVPD).

* HOMO level: -12.5593 eV
* energy: -990.1430 hartree
* E_LUMO: -5.551 eV
* energy relative to the best compared isomer or geometry (same formula, charge and spin): 0.0 kcal per mole
* HOMO-LUMO gap: 7.008 eV
* charge: +1

Each line ends with the Mulliken charge.
CARTESIAN COORDINATES (ANGSTROEM)
C -1.393 1.642 2.976  -0.9554
Si -0.364 2.500 1.670  0.2612
C -1.108 4.156 1.215  -0.9745
C 1.411 2.694 2.228  -0.9427
H -0.371 1.666 0.469  -0.0871
H -1.415 2.243 3.881  0.3351
H -2.411 1.505 2.624  0.2896
H -0.969 0.670 3.213  0.2859
H -1.120 4.806 2.087  0.3341
H -0.522 4.633 0.433  0.2943
H -2.128 4.029 0.861  0.2918
H 1.452 3.317 3.118  0.3342
H 1.844 1.725 2.461  0.2808
H 2.003 3.164 1.447  0.2878
C 5.557 -0.647 -1.049  -1.4244
C 4.074 -0.582 -1.178  1.1048
C 3.476 0.430 -1.921  -0.7400
C 2.110 0.486 -2.068  -0.6948
C 1.263 -0.484 -1.485  1.0804
C -0.137 -0.336 -1.665  -0.2686
C -1.255 -1.054 -1.167  1.1041
C -2.539 -0.675 -1.621  -0.6731
C -3.668 -1.358 -1.236  -0.7519
C -3.586 -2.459 -0.391  1.1142
C -4.819 -3.196 0.006  -1.4194
C -2.335 -2.825 0.097  -1.1190
C -1.203 -2.125 -0.249  -0.3529
C 1.894 -1.531 -0.782  -0.4284
C 3.258 -1.557 -0.614  -1.1168
H 5.865 -1.476 -0.410  0.3759
H 6.023 -0.791 -2.026  0.3428
H 5.960 0.270 -0.619  0.3554
H 4.108 1.167 -2.390  0.4497
H 1.671 1.285 -2.644  0.4067
H -0.404 0.481 -2.314  0.3280
H -2.631 0.175 -2.277  0.4111
H -4.641 -1.046 -1.582  0.4546
H -4.584 -4.048 0.646  0.3699
H -5.500 -2.545 0.555  0.3451
H -5.350 -3.574 -0.870  0.3585
H -2.262 -3.666 0.766  0.3488
H -0.292 -2.359 0.261  0.2751
H 1.326 -2.362 -0.419  0.3659
H 3.711 -2.346 -0.037  0.3632

3.
Entry from the OMol25 dataset: 2 unconnected molecules or ions with the total composition C6H14N2O2 (ωB97M-V/def2-TZVPD).

* HOMO level: -9.2021 eV
* energy: -497.0331 hartree
* E_LUMO: 0.624 eV
* SMILES string: CNC(C)=O.CNC(C)=O
* energy relative to the best compared isomer or geometry (same formula, charge and spin): 15.3 kcal per mole
* HOMO-LUMO gap: 9.826 eV

Each line ends with the Mulliken charge.
CARTESIAN COORDINATES (ANGSTROEM)
C 2.363 0.652 -2.169  -0.8957
N 1.337 -0.306 -2.579  -0.2891
C 0.531 -0.815 -1.581  0.7352
C -0.898 -1.154 -1.974  -0.9261
O 0.920 -0.955 -0.440  -0.6138
H 2.716 0.399 -1.172  0.3350
H 3.273 0.507 -2.762  0.2973
H 2.054 1.692 -2.258  0.2882
H 0.826 0.005 -3.391  0.2690
H -1.186 -0.457 -2.757  0.3575
H -1.023 -2.101 -2.503  0.3078
H -1.538 -1.014 -1.124  0.1153
C -2.527 0.011 1.481  -1.0480
N -1.112 -0.111 1.667  -0.1202
C -0.473 0.786 2.452  0.6881
C 1.001 0.500 2.641  -0.8957
O -1.034 1.747 2.947  -0.6467
H -3.008 0.381 2.381  0.3441
H -2.779 0.760 0.713  0.3089
H -2.992 -0.900 1.105  0.3800
H -0.563 -0.842 1.245  0.2747
H 1.110 -0.360 3.310  0.2683
H 1.470 0.233 1.692  0.1511
H 1.535 1.341 3.076  0.3146

4.
Entry from the OMol25 dataset: C4H6N2O in the gas phase (ωB97M-V/def2-TZVPD).

* HOMO level: -8.0997 eV
* energy: -340.7528 hartree
* E_LUMO: 0.562 eV
* SMILES string: [H]/N=C1\C=C(O)NC1
* energy relative to the best compared isomer or geometry (same formula, charge and spin): 26.4 kcal per mole
* HOMO-LUMO gap: 8.662 eV

Each line ends with the Mulliken charge.
CARTESIAN COORDINATES (ANGSTROEM)
H -0.318 1.717 -2.424  0.2294
N -0.020 1.904 -1.470  -0.7128
C -0.090 0.883 -0.708  0.4070
C -0.434 -0.532 -0.832  -0.5504
C -0.016 -1.131 0.320  0.3552
O -0.078 -2.412 0.708  -0.4855
N 0.593 -0.284 1.208  -0.2722
C 0.350 1.075 0.735  -0.3942
H -0.815 -1.050 -1.704  0.3223
H -0.516 -2.932 0.021  0.3339
H 0.539 -0.513 2.190  0.2685
H 1.229 1.720 0.724  0.2772
H -0.450 1.562 1.307  0.2217

5.
Entry from the OMol25 dataset: 2 unconnected molecules or ions with the total composition C5H9N (ωB97M-V/def2-TZVPD).

* HOMO level: -9.0595 eV
* energy: -250.5915 hartree
* E_LUMO: 1.048 eV
* SMILES string: C=C=N.C=CC
* energy relative to the best compared isomer or geometry (same formula, charge and spin): 47.4 kcal per mole
* HOMO-LUMO gap: 10.108 eV

Each line ends with the Mulliken charge.
CARTESIAN COORDINATES (ANGSTROEM)
C 1.967 -0.186 1.773  -0.8695
C 1.854 -0.711 0.576  0.6027
N 1.818 -1.208 -0.545  -0.5976
H 1.922 -0.818 2.653  0.2457
H 2.128 0.879 1.892  0.2646
H 0.868 -1.261 -0.924  0.3700
C -1.547 -0.885 -1.080  -0.8433
C -1.295 0.053 -0.168  0.0251
C -0.830 1.445 -0.477  -0.8268
H -1.431 -0.686 -2.145  0.2928
H -1.893 -1.876 -0.800  0.2879
H -1.429 -0.185 0.888  0.2776
H 0.077 1.688 0.091  0.1782
H -1.592 2.180 -0.192  0.3144
H -0.616 1.570 -1.543  0.2783

6.
Entry from the OMol25 dataset: C4H7BO2S in the gas phase (ωB97M-V/def2-TZVPD).

* HOMO level (alpha / beta): -8.6115 / -8.1517 eV
* energy: -730.0699 hartree
* E_LUMO (alpha / beta): 0.003 / -1.512 eV
* SMILES string: C/C=C(\C=S)B(O)O
* energy relative to the best compared isomer or geometry (same formula, charge and spin): 102.1 kcal per mole
* HOMO-LUMO gap (alpha / beta): 8.614 / 6.640 eV

Each line ends with the Mulliken charge.
CARTESIAN COORDINATES (ANGSTROEM)
C 0.279 0.635 -2.391  -0.7036
C -0.579 0.114 -1.308  -0.5162
C 0.246 -0.236 0.327  0.2648
C 1.527 0.185 0.341  -0.4163
S 2.448 0.429 1.753  -0.2177
B -0.554 -0.604 1.571  0.5546
O -0.172 -1.561 2.369  -0.5079
O -1.738 0.047 1.712  -0.5140
H 0.220 0.105 -3.355  0.2664
H 1.263 0.844 -2.033  0.2830
H -0.246 1.680 -2.593  0.2142
H -1.614 0.161 -1.344  0.4706
H 1.957 0.389 -0.632  0.2622
H -0.812 -2.005 3.056  0.2928
H -2.223 -0.183 2.526  0.2671

7.
Entry from the OMol25 dataset: a molecular structure, C22H58N4O15P4Si2 (ωB97M-V/def2-TZVPD).

* HOMO level: -9.4300 eV
* energy: -4164.9606 hartree
* E_LUMO: -2.205 eV
* HOMO-LUMO gap: 7.225 eV

Each line ends with the Mulliken charge.
CARTESIAN COORDINATES (ANGSTROEM)
C 9.227 -5.944 -0.278  -0.9603
C 8.199 -4.647 -0.178  0.4465
N 8.629 -3.482 -0.766  -0.6411
C 6.765 -4.840 0.607  -0.4170
Si 5.209 -4.525 -0.493  -0.0462
C 3.642 -4.626 0.621  -0.4662
C 2.806 -6.058 0.486  -0.5531
C 1.722 -5.842 -0.726  -0.1366
C 0.190 -5.749 -0.062  -0.5497
N -0.787 -6.264 -1.124  -0.4063
C -0.719 -5.416 -2.388  0.2523
N -1.199 -4.115 -2.486  -0.5829
N -0.042 -6.091 -3.599  -0.6116
C 5.098 -6.061 -1.711  -0.1439
P 6.488 -6.092 -3.021  0.8582
O 7.227 -4.713 -3.249  -0.5514
O 7.553 -7.427 -2.622  -0.5159
O 5.693 -6.474 -4.562  -0.5716
O 5.308 -3.100 -1.517  -0.0681
Si 4.924 -1.621 -0.649  0.3964
C 5.977 -0.086 -1.140  -1.0819
P 2.815 -1.130 -1.197  0.8390
O 2.727 0.309 -1.860  -0.6075
O 2.330 -2.266 -2.473  -0.5282
O 1.703 -1.385 0.122  -0.5708
H 10.032 -5.953 0.597  0.3121
H 9.830 -5.967 -1.292  0.2576
H 8.653 -6.978 -0.189  0.2345
H 7.909 -2.744 -0.600  0.2418
H 6.728 -4.242 1.639  0.3439
H 6.724 -5.988 0.930  0.2498
H 4.019 -4.585 1.744  0.3611
H 2.851 -3.779 0.457  0.2104
H 3.498 -6.995 0.375  0.1686
H 2.218 -6.170 1.513  0.4451
H 1.896 -4.778 -1.228  0.0237
H 1.783 -6.626 -1.593  0.2666
H 0.127 -6.384 0.937  0.3826
H -0.063 -4.613 0.184  0.2188
H -1.742 -6.261 -0.701  0.3023
H -1.018 -3.781 -3.468  0.2822
H 0.206 -7.077 -3.348  0.3475
H 0.859 -5.593 -3.804  0.2563
H 5.168 -7.062 -1.076  0.3088
H 4.066 -6.004 -2.262  -0.0942
H 7.122 -8.234 -3.069  0.3332
H 4.825 -5.968 -4.633  0.3188
H 5.103 -1.813 0.799  -0.1643
H 6.513 0.401 -0.194  0.3140
H 5.295 0.778 -1.587  0.3089
H 6.795 -0.319 -1.949  0.3304
H 3.176 -2.597 -2.941  0.3010
H 1.677 -0.609 0.755  0.3308
O 1.533 4.788 -1.592  -0.6963
P 0.158 5.438 -1.302  1.0133
O 0.240 5.137 0.322  -0.2215
C 1.012 6.022 1.114  -0.4006
C 0.312 7.355 1.287  -0.9722
O -0.677 4.080 -1.795  -0.2837
C -0.126 3.227 -2.794  -0.6027
C 0.599 2.053 -2.153  -0.8962
O -1.378 6.164 -0.977  -0.4514
C -2.557 5.427 -0.655  -0.1828
C -2.470 4.552 0.588  -0.4246
H 2.004 6.156 0.671  0.3005
H 1.144 5.550 2.092  0.2977
H 0.243 7.887 0.333  0.3011
H 0.855 7.990 1.995  0.3940
H -0.711 7.216 1.652  0.1850
H 0.524 3.788 -3.474  0.3536
H -0.957 2.849 -3.403  0.3430
H 1.265 2.370 -1.342  0.2718
H 1.190 1.511 -2.897  0.4116
H -0.120 1.362 -1.707  0.2726
H -2.886 4.851 -1.524  0.2505
H -3.337 6.176 -0.479  0.3497
H -1.789 3.705 0.445  0.1993
H -3.455 4.140 0.831  0.1112
H -2.115 5.125 1.450  0.1355
O -5.880 4.317 1.673  -0.6379
P -7.255 4.967 1.964  1.0932
O -7.173 4.666 3.587  -0.2760
C -6.401 5.550 4.379  -0.3413
C -7.101 6.884 4.552  -0.9546
O -8.090 3.609 1.471  -0.3761
C -7.539 2.756 0.471  -0.3200
C -6.814 1.581 1.112  -1.0904
O -8.791 5.693 2.288  -0.4505
C -9.970 4.956 2.611  -0.2332
C -9.883 4.081 3.853  -0.8563
H -5.409 5.684 3.936  0.2505
H -6.269 5.079 5.357  0.3031
H -7.170 7.416 3.599  0.2966
H -6.558 7.519 5.260  0.3980
H -8.124 6.744 4.917  0.1862
H -6.889 3.317 -0.209  0.3039
H -8.370 2.378 -0.137  0.3212
H -6.148 1.898 1.923  0.2719
H -6.223 1.040 0.368  0.3562
H -7.533 0.890 1.558  0.3256
H -10.299 4.380 1.741  0.2512
H -10.750 5.704 2.787  0.3616
H -9.202 3.233 3.711  0.2034
H -10.868 3.669 4.096  0.4011
H -9.529 4.654 4.716  0.1794

8.
Entry from the OMol25 dataset: a molecular structure, C20H32N3Sr (ωB97M-V/def2-TZVPD).

* HOMO level: -9.4888 eV
* energy: -976.0636 hartree
* E_LUMO: -3.195 eV
* energy relative to the best compared isomer or geometry (same formula, charge and spin): 10.4 kcal per mole
* HOMO-LUMO gap: 6.294 eV
* charge: +1

Each line ends with the Mulliken charge.
CARTESIAN COORDINATES (ANGSTROEM)
Sr -0.945 -1.077 -0.024  1.8947
C -1.191 -0.475 2.670  0.2791
C -2.387 -1.309 2.649  0.1073
C -3.343 -0.620 1.872  1.1560
C -2.820 0.635 1.487  0.1804
C -1.481 0.775 1.977  0.0193
C -0.527 1.928 1.778  -0.9037
C -3.449 1.605 0.491  -1.7311
C -4.728 -1.040 1.571  -1.5086
C -2.446 -2.686 3.145  -1.3849
C 0.153 -0.814 3.271  -1.0078
H 0.465 1.497 1.471  -0.0561
H -0.392 2.619 2.652  0.2406
H -0.883 2.452 0.905  0.3001
H -4.304 2.139 0.971  0.3228
H -3.729 1.116 -0.476  0.2706
H -2.753 2.379 0.211  0.4472
H -4.759 -1.865 0.880  0.2556
H -5.309 -0.247 1.052  0.4081
H -5.286 -1.275 2.551  0.3323
H -3.538 -2.937 3.231  0.3793
H -1.946 -2.808 4.101  0.3548
H -1.956 -3.401 2.493  0.1849
H 0.284 -1.919 3.210  0.3343
H 0.258 -0.662 4.338  0.4004
H 0.987 -0.341 2.754  -0.1321
C 4.261 -0.396 2.083  -1.5996
C 4.070 -0.007 0.625  1.9928
C 3.853 1.504 0.621  -1.5628
C 5.183 -0.449 -0.343  -1.5611
C 2.785 -0.630 0.205  -0.4541
N 1.626 -0.718 -0.103  -0.4135
H 5.199 0.068 2.501  0.3717
H 4.235 -1.447 2.262  0.4184
H 3.428 0.096 2.593  0.3717
H 4.792 2.060 0.792  0.4187
H 3.211 1.781 1.434  0.4070
H 3.503 1.886 -0.341  0.3497
H 6.150 0.041 -0.222  0.3980
H 4.777 -0.104 -1.305  0.3799
H 5.292 -1.536 -0.311  0.3670
C 1.712 1.033 -5.233  -1.0022
C 0.597 0.434 -4.418  0.3547
C -0.703 0.080 -4.784  -0.7624
C -1.430 -0.115 -3.569  0.4864
N -0.564 0.010 -2.495  -0.1852
N 0.615 0.363 -3.054  -0.0272
C -2.861 -0.379 -3.429  -0.9675
H 2.662 1.205 -4.641  0.2549
H 1.290 1.963 -5.598  0.2885
H 1.827 0.365 -6.105  0.3231
H -1.132 -0.006 -5.769  0.3847
H 1.405 0.507 -2.467  0.0752
H -3.355 -0.107 -4.359  0.3368
H -3.352 0.277 -2.665  0.1740
H -3.051 -1.448 -3.135  0.2384